Record 1
Molecular formula: C13H32BN8O2PPdS2
Method: DFT, wB97M-V/def2-TZVPD

As for the net charge: +2. Its spin multiplicity is 3. Its molar mass is 544.79 g mol⁻¹. The HOMO energy (spin up / spin down) comes out at -12.856 / -13.214 eV. The frontier orbital gap (spin up / spin down) is 7.43 / 6.07 eV.

```
60
Properties=species:S:1:pos:R:3:lowdin_spin:R:1
N -1.1515 -2.2107 0.7082 0.09
H 1.3734 -2.5515 -1.2681 0.00
C 0.1047 4.5246 1.8074 0.01
N 0.9291 2.6002 2.5332 0.02
H -1.5979 -4.5279 -1.7320 0.00
N -1.4619 1.8763 -2.7658 0.00
C 1.1559 3.9519 2.4390 0.01
H -0.0838 5.5548 1.5612 0.00
H 0.9778 0.0315 5.3925 0.00
H -2.5576 -2.3427 -0.8337 0.00
C -0.9969 -3.7708 -1.2277 0.00
H -1.7972 -1.7655 1.3532 0.00
B 1.9605 1.7689 3.3853 0.00
H -0.5759 -2.8301 1.2705 0.00
C -2.0418 3.6679 0.8398 0.00
H -1.3599 1.6971 -1.7420 0.00
O 1.5134 3.4457 -2.5134 0.00
C -0.2454 2.3415 1.9473 0.02
Pd 0.2480 -0.3954 0.1503 1.20
H -0.1769 0.3087 -3.3729 0.00
H 4.6094 1.7738 -1.6954 0.00
H 1.1724 -1.5657 -2.5224 0.00
S -1.0794 0.8440 1.7854 0.20
S 2.5846 -0.3001 0.8543 0.22
N 1.9091 -1.9001 2.9559 0.02
C 2.6754 1.0767 -2.2874 0.00
H 3.4470 1.8314 -0.5078 0.00
N -0.7666 3.5133 1.5033 0.01
H -2.0994 2.9887 -0.0089 0.00
H 3.0173 0.9861 -3.3163 0.00
H 2.0472 4.3964 2.8463 0.00
H 0.0915 -3.5660 -3.0571 0.00
H -2.2996 1.4416 -3.1480 0.00
C -1.9100 -3.0160 -0.2689 0.01
C -0.1735 1.3950 -3.3723 0.00
C 2.0464 -0.6498 2.4488 0.01
H -2.8616 3.4439 1.5201 0.00
H -0.2232 -4.3017 -0.6620 0.00
C -0.3470 -2.9089 -2.3023 0.01
N 0.6741 -1.9908 -1.7477 0.04
H -1.5385 2.8907 -2.8701 0.00
H -2.1370 4.6930 0.4930 0.00
C 1.4380 -1.7932 4.2408 0.02
H 2.6083 0.1013 -1.8158 0.00
H 1.8421 -3.9737 2.8143 0.00
H -2.5459 -3.7357 0.2510 0.00
N 3.6222 1.9525 -1.5143 0.00
H 1.8531 2.1404 4.5174 0.00
H 3.3444 -3.2462 2.2283 0.00
H -0.0582 1.7762 -4.3832 0.00
C 2.2626 -3.1298 2.2735 0.00
O 0.4403 1.8177 -0.8383 0.05
H 3.3724 2.9341 -1.7648 0.00
H 1.8794 -3.1023 1.2548 0.00
N 1.6936 0.2325 3.3879 0.02
P 1.0980 2.0692 -2.1734 0.00
C 1.3089 -0.4659 4.4983 0.02
H 1.2473 -2.6521 4.8604 0.00
H -1.1190 -2.3114 -2.7951 0.00
H 3.0489 1.9558 2.9147 0.00
```

***

Record 2
Molecular formula: C9H32O9
Method: DFT, wB97M-V/def2-TZVPD

The SMILES is OCCO.OCCO.CO.CO.CO.CO.CO. Its spin multiplicity is 1. Its molar mass is 284.35 g mol⁻¹. The HOMO energy comes out at -10.205 eV. The frontier orbital gap is 10.45 eV.

```
50
Properties=species:S:1:pos:R:3:nbo_charge:R:1
H -3.3353 0.6030 -0.7929 0.47
H 5.1662 1.4808 2.1603 0.18
O -0.3458 4.3293 2.3808 -0.75
O -3.6983 -0.3163 2.0972 -0.72
H 3.0832 -0.0434 2.6451 0.17
H 3.3910 3.8463 -1.5464 0.46
H 3.8940 0.6189 4.0060 0.18
O 2.2186 -5.3955 -5.4496 -0.72
H 1.2561 -1.1510 -0.8608 0.16
H 3.9178 2.8585 2.2132 0.21
C -4.9031 -0.2337 1.4175 -0.09
H 0.5565 -1.6138 -2.3780 0.16
H -1.4980 2.8040 1.6037 0.17
C 3.3729 4.0571 -3.4743 -0.25
C 4.1206 1.7888 2.1616 -0.10
H 1.7059 1.9149 2.9251 0.47
C 3.3427 0.9072 3.1111 -0.10
H 1.7420 -3.3692 -5.7326 0.17
H 1.2115 -4.4589 -6.9678 0.15
H -0.1875 4.9844 1.6971 0.48
H -2.9988 -4.0209 1.9990 0.16
C 0.3064 -1.2264 -1.3903 -0.24
H 0.3907 -4.6936 -5.4802 0.19
H 3.1680 4.9814 -4.0145 0.19
H -5.7432 -0.7645 1.8652 0.16
H -3.1381 -4.6303 3.7171 0.17
O 3.7778 1.4017 0.7531 -0.76
H -5.2166 0.8102 1.4024 0.17
C -4.7271 -0.6927 -0.0973 -0.09
H -3.9586 -1.4604 -0.1880 0.18
H -3.8894 -0.2119 3.0322 0.47
H -0.4407 -1.7912 -0.8327 0.18
H -2.3596 4.3776 1.9648 0.17
C -2.5064 -4.5156 2.8362 -0.25
H 3.0601 -5.2763 -5.8961 0.46
O 2.1249 1.4425 3.6483 -0.71
H 0.5958 0.5609 -1.3337 0.47
O -4.2676 0.4453 -0.9591 -0.74
H -2.0146 3.1478 3.1789 0.19
O -0.1888 0.0519 -1.5502 -0.72
C 1.3487 -4.3735 -5.8899 -0.25
O -1.5483 -3.5825 3.2714 -0.74
H -5.6641 -1.0880 -0.4895 0.19
H -1.8971 -2.6912 3.1973 0.47
O 3.5803 4.5558 -2.1648 -0.73
H 4.2051 0.5635 0.5620 0.46
H 2.4784 3.4654 -3.2796 0.16
H -2.0051 -5.4074 2.4600 0.18
C -1.6237 3.6420 2.2894 -0.25
H 4.1403 3.3686 -3.8279 0.16
```

***

Record 3
Molecular formula: C3H9NOSi
Method: DFT, wB97M-V/def2-TZVPD

The SMILES is [H]/N=[SiH]\OC.C=C. Its spin multiplicity is 1. Its molar mass is 103.20 g mol⁻¹. The HOMO energy comes out at -9.828 eV. The frontier orbital gap is 10.40 eV.

```
15
Properties=species:S:1:pos:R:3:nbo_charge:R:1
C -2.8993 0.3441 -2.7190 -0.25
H 0.6393 -0.0842 -2.0550 0.38
H -4.0600 0.5564 -2.8389 0.19
H -2.6798 -0.7332 -3.0871 0.17
N 0.4195 -0.1300 -1.1079 -1.38
Si -1.0218 0.2910 -0.6291 1.79
C 2.9868 0.1069 1.6794 -0.37
O -2.5126 0.6159 -1.4222 -0.88
H 1.8817 -0.7360 3.1981 0.18
H -1.5483 0.6657 0.7047 -0.19
H -2.2584 0.9617 -3.4439 0.17
H 3.4111 0.9743 1.1742 0.20
H 3.4461 -0.9517 1.4904 0.20
C 2.0856 0.1811 2.6091 -0.41
H 1.6243 1.0353 3.0878 0.19
```

***

Record 4
Molecular formula: C4H12NOS
Method: DFT, wB97M-V/def2-TZVPD

Its spin multiplicity is 2. Its molar mass is 122.21 g mol⁻¹. The HOMO energy (spin up / spin down) comes out at -9.521 / -9.174 eV. The frontier orbital gap (spin up / spin down) is 10.38 / 7.04 eV.

```
19
Properties=species:S:1:pos:R:3:lowdin_spin:R:1
H -0.2325 -1.0208 -1.6864 0.00
C 1.7363 0.2823 1.6533 0.11
C -2.2511 -0.7218 -0.9634 0.00
C -0.7879 -1.0834 -0.7474 0.00
H -2.7786 -1.4694 -1.5524 0.00
S 3.5031 0.1665 1.8834 0.84
N -0.1673 -0.1452 0.1773 0.00
H -2.3259 0.2404 -1.4654 0.00
H 1.5213 -1.4201 0.3673 0.00
H -2.7486 -0.6396 0.0088 0.00
H 0.4433 3.0560 -0.6395 0.00
H -0.1508 1.6176 -0.6378 0.00
H 1.2246 -0.1961 2.4960 0.01
C 1.2610 -0.3499 0.3469 0.00
O -0.2185 2.4984 -1.0620 0.00
H 1.4959 1.3514 1.6502 0.02
H 1.7959 0.0843 -0.4984 0.00
H -0.6351 -0.1252 1.0655 0.00
H -0.6851 -2.1254 -0.3961 0.00
```

***

Record 5
Molecular formula: C11H20N3O6PtS
Method: DFT, wB97M-V/def2-TZVPD

As for the net charge: +1. Its spin multiplicity is 1. Its molar mass is 517.44 g mol⁻¹. The HOMO energy comes out at -11.465 eV. The frontier orbital gap is 8.63 eV.

```
42
Properties=species:S:1:pos:R:3:nbo_charge:R:1
Pt -0.5286 -0.0704 -0.3100 0.82
H 4.1476 -3.0107 -0.4129 0.21
H -2.6633 1.4989 1.2179 0.16
O -2.3370 2.2279 -3.8329 -0.66
H -3.5702 2.8032 3.2841 0.22
C 1.4563 0.5114 -2.0492 0.74
H 1.6009 2.6741 -1.8792 0.22
O -0.1706 2.0120 -0.9763 -0.55
C -0.8965 2.6293 -2.0489 -0.18
H 2.8170 -2.7413 -3.0481 0.23
H -2.3405 0.2947 5.1543 0.22
N -2.5303 0.9642 3.1883 -0.36
C 2.4540 -1.3299 1.1165 -0.41
C -1.8138 0.2001 4.2107 -0.42
C 1.1311 -2.5696 -0.5726 0.40
H -0.7989 0.5786 4.3232 0.22
H 1.5198 -1.2879 1.6694 0.24
H 0.5665 -3.5440 -2.2587 0.44
C 3.3977 -2.4422 -0.9629 -0.23
H -0.2150 2.9032 -2.8526 0.23
H -3.0661 1.6872 -4.1773 0.51
H 1.7648 1.7979 -0.3479 0.23
C 1.2346 1.8296 -1.2981 -0.20
C -3.7223 1.7515 3.5199 -0.42
O 2.5318 0.2877 -2.5564 -0.61
O 0.4321 -0.2977 -2.0640 -0.72
O -2.4782 0.7958 -2.1095 -0.58
C 2.7365 -3.2549 -2.0918 -0.23
N 1.3367 -3.2953 -1.6619 -0.55
H -1.7650 -0.8491 3.9238 0.23
N 2.2694 -2.1198 -0.0783 -0.38
C -2.0934 0.9259 1.9530 0.55
H 3.8381 -1.5177 -1.3346 0.24
H 2.7645 -0.3168 0.8513 0.21
H -3.9104 1.6654 4.5847 0.23
O -1.0622 0.2826 1.6343 -0.66
H 3.2282 -1.7846 1.7350 0.22
H 3.1419 -4.2605 -2.1800 0.22
H -1.3563 3.5410 -1.6640 0.23
H -4.5929 1.3756 2.9852 0.22
C -1.9848 1.7520 -2.6367 0.77
S -0.4730 -2.2971 0.0532 -0.07
```

***

Record 6
Molecular formula: C4H13N2
Method: DFT, wB97M-V/def2-TZVPD

As for the net charge: +1. Its spin multiplicity is 1. Its molar mass is 89.16 g mol⁻¹. The HOMO energy comes out at -14.592 eV. The frontier orbital gap is 11.60 eV.

```
19
Properties=species:S:1:pos:R:3:nbo_charge:R:1
N -1.0490 -0.2820 1.0370 -0.83
H -1.0474 -0.1138 2.0055 0.40
C -1.6495 1.6823 -0.2783 -0.62
H -1.9794 -0.5376 0.7656 0.40
H 0.1265 1.5141 0.8452 0.22
H 1.9990 -2.0657 0.9324 0.43
H -0.3366 -0.4058 -1.4938 0.23
H 2.2984 -0.7591 -1.2570 0.23
C 0.3176 0.1993 -0.9145 -0.46
C 1.5895 -0.5073 -0.4776 -0.22
H -2.2856 1.0777 -0.8808 0.21
H 1.0976 -2.5448 -0.3111 0.42
C -0.4740 0.8439 0.2182 -0.05
N 1.2317 -1.7422 0.2928 -0.77
H -1.3526 2.4584 -0.9675 0.23
H 0.5630 0.9304 -1.6830 0.26
H 2.1901 0.0543 0.2278 0.22
H -2.1641 2.1378 0.5684 0.23
H 0.1429 -1.3457 0.8311 0.47
```

***

The calculation returns the following energy above the lowest of the compared OMol25 structures with the same formula, charge and spin values, one per record and in order: 1.4575 2.9920 2.2361 0.0000 0.0000 0.7961 eV.
The calculation returns the following electronic energy values, one per record and in order: -65121.752 -28273.852 -14670.161 -18714.241 -42563.855 -7332.691 eV.